Entry one
# C2H3N3O

An isolated molecule of C2H3N3O (ωB97M-V with the def2-TZVPD basis set, the OMol25 dataset).

Structure (ORCA input):
```
! wB97M-V def2-TZVPD RIJCOSX def2/J DEFGRID3
* xyz 0 1
O 0.952 1.446 -0.150
C 0.259 0.289 0.055
N -0.912 0.017 -0.343
C -1.923 -0.437 -0.951
N 1.790 -1.562 0.104
N 1.124 -0.763 0.721
H 0.484 1.967 -0.833
H -2.862 -0.269 -0.380
H 1.086 -0.686 1.777
*
```

Electronic structure analysis, natural (NBO) charges in units of e: O -0.66; C 0.54; N -0.43; C -0.01; N -0.16; N -0.27; H 0.50; H 0.15; H 0.33

---

Entry two
# C2H3N3O

An isolated molecule of C2H3N3O (ωB97M-V with the def2-TZVPD basis set, the OMol25 dataset).

Structure (ORCA input):
```
! wB97M-V def2-TZVPD RIJCOSX def2/J DEFGRID3
* xyz 0 1
O 2.131 0.382 -0.210
C 0.825 0.338 -0.086
N 0.172 -0.733 0.400
C -1.224 -0.411 0.041
N -1.039 0.963 0.352
N 0.048 1.438 -0.239
H 2.495 -0.489 0.018
H -1.930 -0.872 0.728
H -1.479 -0.616 -1.005
*
```

Calculated values
Structure (SMILES): OC1=NCN=N1

Electronic structure analysis, natural (NBO) charges in units of e: O -0.62; C 0.60; N -0.53; C -0.17; N -0.02; N -0.21; H 0.51; H 0.21; H 0.23

---

Stability verdict: entry two, ahead by 39.9 kcal/mol